Computed, not measured: a 2-piece molecular cluster, C30H49ClFN3O5PS2 overall at a distorted geometry, with ωB97M-V/def2-TZVPD.

Values from the calculation:
Charge: -1
Multiplicity: 1
Gap between HOMO and LUMO (eV): 7.02
Electronic energy (a.u.): -3410.49792

Positions of all 92 atoms, in Å:
C (-1.18, -4.22, 0.96)
C (-1.94, -4.75, -0.30)
C (-1.69, -3.81, -1.52)
C (-2.99, -3.13, -2.05)
N (-2.79, -1.68, -2.35)
C (-3.00, -1.40, -3.78)
C (-1.96, -2.08, -4.68)
C (-0.50, -1.66, -4.41)
C (-0.27, -0.12, -4.53)
C (0.49, 0.42, -3.31)
C (1.74, 1.05, -3.55)
N (2.46, 1.58, -2.59)
C (1.92, 1.47, -1.35)
C (2.64, 2.06, -0.25)
C (3.97, 2.74, -0.57)
O (4.90, 1.86, -1.22)
C (5.14, 0.69, -0.44)
C (4.50, -0.56, -1.11)
C (2.10, 2.00, 1.01)
P (3.04, 2.84, 2.35)
C (2.47, 4.59, 2.60)
C (0.91, 4.73, 2.71)
C (3.09, 1.87, 3.94)
C (2.31, 2.50, 5.13)
C (0.83, 1.30, 1.24)
C (0.28, 1.21, 2.67)
C (-1.12, 0.59, 2.77)
C (-1.52, 0.57, 4.27)
F (-1.12, -0.75, 2.38)
C (0.20, 0.75, 0.18)
C (0.70, 0.82, -1.15)
N (-0.07, 0.25, -2.13)
C (-3.60, -0.90, -1.52)
S (-3.33, -0.89, 0.09)
S (-4.97, 0.11, -2.13)
C (-4.36, 1.82, -2.35)
C (-3.11, 2.19, -1.51)
C (-3.48, 2.90, -0.17)
H (-1.26, -3.12, 0.96)
H (-1.61, -4.62, 1.88)
H (-0.12, -4.52, 0.95)
H (-3.00, -4.84, -0.01)
H (-1.52, -5.75, -0.49)
H (-1.30, -4.44, -2.34)
H (-0.92, -3.08, -1.24)
H (-3.33, -3.67, -2.94)
H (-3.75, -3.28, -1.27)
H (-3.06, -0.32, -3.97)
H (-3.99, -1.80, -4.06)
H (-2.03, -3.17, -4.53)
H (-2.25, -1.89, -5.73)
H (-0.18, -2.02, -3.42)
H (0.13, -2.15, -5.18)
H (0.32, 0.11, -5.43)
H (-1.22, 0.42, -4.63)
H (2.12, 1.12, -4.57)
H (4.48, 3.12, 0.32)
H (3.75, 3.54, -1.30)
H (6.23, 0.51, -0.46)
H (4.86, 0.80, 0.61)
H (4.37, -0.30, -2.17)
H (3.52, -0.82, -0.69)
H (5.19, -1.42, -1.10)
H (3.01, 5.10, 3.41)
H (2.74, 5.12, 1.67)
H (0.65, 5.71, 2.27)
H (0.42, 3.99, 2.06)
H (0.58, 4.67, 3.75)
H (2.83, 0.82, 3.79)
H (4.14, 1.87, 4.25)
H (2.85, 2.18, 6.04)
H (1.29, 2.13, 5.23)
H (2.37, 3.60, 5.14)
H (0.95, 0.53, 3.20)
H (0.22, 2.20, 3.13)
H (-1.87, 1.15, 2.20)
H (-2.29, -0.19, 4.41)
H (-1.81, 1.56, 4.63)
H (-0.63, 0.21, 4.81)
H (-0.75, 0.25, 0.34)
H (-4.17, 2.10, -3.39)
H (-5.18, 2.47, -2.01)
H (-2.40, 1.36, -1.36)
H (-2.56, 2.95, -2.09)
H (-4.54, 2.81, 0.07)
H (-3.28, 3.98, -0.29)
H (-2.83, 2.57, 0.65)
O (1.45, -6.72, 1.81)
Cl (0.83, -6.90, 3.11)
O (0.67, -8.32, 3.38)
O (-0.46, -6.26, 3.12)
O (1.67, -6.31, 4.13)

=====

Computed, not measured: C30H49ClGeN4O2Si3Y as an isolated structure, with ωB97M-V/def2-TZVPD.

Values from the calculation:
Charge: +2
Multiplicity: 2
Gap between HOMO and LUMO (alpha / beta) (eV): 6.62 / 4.94
⟨S²⟩: 0.797
Energy above the lowest of the compared OMol25 structures with the same formula, charge and spin (eV): 3.429
Electronic energy (a.u.): -4985.63560

Positions of all 91 atoms, in Å:
Y (-0.22, -0.65, -0.08)
Cl (4.61, -6.77, 2.90)
C (3.76, -5.32, 2.66)
C (3.68, -4.37, 3.73)
C (3.11, -3.17, 3.52)
C (2.75, -2.76, 2.13)
O (1.87, -1.01, 0.71)
C (2.34, -3.94, 1.27)
C (1.27, -4.04, 0.31)
N (0.29, -3.24, -0.03)
C (-0.63, -3.86, -0.93)
C (-1.12, -5.13, -0.75)
C (-1.93, -5.73, -1.73)
C (-2.22, -5.08, -2.89)
C (-1.76, -3.76, -3.09)
C (-1.98, -3.04, -4.29)
C (-1.51, -1.76, -4.41)
C (-0.89, -1.16, -3.30)
N (-0.65, -1.80, -2.17)
C (-1.02, -3.12, -2.08)
C (3.01, -5.13, 1.50)
H (4.05, -4.66, 4.71)
H (3.02, -2.46, 4.33)
H (1.29, -5.01, -0.19)
H (-0.87, -5.68, 0.15)
H (-2.30, -6.73, -1.56)
H (-2.80, -5.56, -3.67)
H (-2.51, -3.51, -5.10)
H (-1.65, -1.18, -5.31)
H (-0.63, -0.12, -3.32)
H (2.88, -5.97, 0.83)
C (2.67, 0.15, 3.38)
N (1.53, -0.72, 3.04)
C (1.69, -1.68, 2.01)
C (0.23, -0.21, 3.10)
O (-0.53, -0.35, 2.08)
N (-0.19, 0.38, 4.20)
C (0.50, 0.28, 5.49)
C (-1.46, 1.11, 4.22)
H (3.23, 0.39, 2.48)
H (3.33, -0.33, 4.10)
H (2.31, 1.08, 3.80)
H (3.69, -2.36, 1.69)
H (2.79, -0.90, 0.44)
H (0.74, -2.19, 1.92)
H (1.20, -0.55, 5.49)
H (-0.26, 0.10, 6.25)
H (1.01, 1.21, 5.73)
H (-1.79, 1.30, 3.20)
H (-1.29, 2.07, 4.72)
H (-2.21, 0.54, 4.76)
C (-0.36, 5.28, 0.05)
Si (-0.67, 3.53, 0.62)
C (0.75, 3.09, 1.81)
C (-2.31, 3.51, 1.55)
Ge (-0.82, 1.91, -1.13)
Si (1.15, 2.22, -2.46)
C (2.09, 3.81, -2.16)
C (2.33, 0.83, -1.86)
C (0.91, 2.05, -4.32)
Si (-2.86, 2.44, -2.27)
C (-3.05, 4.30, -2.47)
C (-2.90, 1.63, -3.97)
C (-4.29, 1.76, -1.25)
H (-0.34, 5.94, 0.92)
H (-1.14, 5.64, -0.62)
H (0.60, 5.39, -0.47)
H (0.78, 3.79, 2.66)
H (1.71, 3.17, 1.29)
H (0.65, 2.08, 2.20)
H (-2.24, 4.02, 2.51)
H (-2.69, 2.50, 1.72)
H (-3.07, 4.03, 0.96)
H (2.32, 3.97, -1.10)
H (1.54, 4.68, -2.51)
H (3.04, 3.78, -2.71)
H (2.54, 1.02, -0.80)
H (3.30, 0.80, -2.37)
H (1.88, -0.16, -2.00)
H (0.09, 2.70, -4.65)
H (0.69, 1.04, -4.65)
H (1.81, 2.37, -4.84)
H (-2.23, 4.73, -3.03)
H (-3.11, 4.80, -1.50)
H (-3.98, 4.52, -3.01)
H (-2.01, 1.85, -4.56)
H (-3.77, 1.97, -4.53)
H (-2.99, 0.54, -3.87)
H (-4.34, 2.23, -0.27)
H (-4.18, 0.68, -1.12)
H (-5.25, 1.94, -1.75)

=====

Computed, not measured: a 3-piece molecular cluster, C30H49F5IN4O8S overall, with ωB97M-V/def2-TZVPD.

Values from the calculation:
Charge: +1
Multiplicity: 1
Gap between HOMO and LUMO (eV): 6.01
Electronic energy (a.u.): -3188.35942

Positions of all 98 atoms, in Å:
C (0.22, -5.00, 0.50)
C (-1.18, -4.54, 0.09)
C (-1.20, -3.62, -1.14)
C (-1.38, -2.13, -0.78)
C (-0.16, -1.44, -0.29)
N (0.17, -1.06, 0.96)
C (-0.72, -1.24, 2.13)
F (-0.19, -0.54, 3.16)
F (-0.65, -2.54, 2.48)
C (-2.13, -0.79, 1.90)
C (-3.15, -1.45, 2.57)
C (-4.45, -1.03, 2.39)
C (-4.73, 0.04, 1.57)
C (-3.70, 0.70, 0.92)
C (-4.03, 1.85, 0.01)
F (-5.00, 1.52, -0.85)
F (-4.46, 2.91, 0.71)
F (-2.96, 2.25, -0.70)
C (-2.40, 0.30, 1.10)
C (1.47, -0.53, 0.96)
C (2.26, -0.11, 2.16)
C (1.83, 1.28, 2.63)
O (1.33, 2.08, 1.87)
O (2.04, 1.57, 3.92)
C (1.85, -0.50, -0.33)
S (3.39, 0.04, -1.05)
C (3.96, 1.38, -0.06)
O (4.27, -1.08, -0.91)
O (3.09, 0.57, -2.35)
N (0.84, -1.09, -1.09)
I (0.88, -1.44, -3.11)
H (0.46, -5.95, 0.02)
H (0.98, -4.29, 0.15)
H (0.33, -5.11, 1.57)
H (-1.82, -5.40, -0.10)
H (-1.64, -4.01, 0.93)
H (-0.30, -3.77, -1.73)
H (-2.05, -3.84, -1.78)
H (-2.20, -2.04, -0.08)
H (-1.68, -1.59, -1.68)
H (-2.93, -2.29, 3.20)
H (-5.26, -1.54, 2.91)
H (-5.76, 0.36, 1.42)
H (-1.61, 0.84, 0.59)
H (2.11, -0.83, 2.97)
H (3.32, -0.14, 1.93)
H (2.44, 0.84, 4.40)
H (3.24, 1.76, 0.66)
H (4.19, 2.17, -0.77)
H (4.88, 1.07, 0.42)
C (-9.04, -0.42, -0.90)
O (-9.15, -1.82, -0.98)
C (-9.64, -2.31, -2.22)
C (-8.56, -3.09, -2.95)
N (-7.49, -2.21, -3.38)
C (-6.31, -2.88, -3.92)
C (-5.53, -3.79, -2.98)
O (-4.90, -3.11, -1.91)
C (-5.70, -2.91, -0.76)
H (-8.80, -0.17, 0.13)
H (-8.25, -0.03, -1.55)
H (-9.98, 0.08, -1.17)
H (-10.00, -1.49, -2.84)
H (-10.48, -2.98, -2.02)
H (-9.00, -3.57, -3.83)
H (-8.22, -3.88, -2.27)
H (-7.21, -1.63, -2.60)
H (-5.63, -2.10, -4.28)
H (-6.61, -3.47, -4.79)
H (-4.72, -4.24, -3.57)
H (-6.13, -4.61, -2.59)
H (-6.43, -3.72, -0.63)
H (-6.24, -1.96, -0.79)
H (-5.04, -2.89, 0.11)
C (7.10, 2.44, -1.02)
O (6.79, 2.75, 0.33)
C (7.79, 2.33, 1.25)
C (8.54, 3.50, 1.85)
N (9.37, 4.15, 0.85)
C (10.00, 5.39, 1.30)
C (9.10, 6.57, 1.66)
O (8.40, 7.11, 0.56)
C (7.16, 6.51, 0.25)
H (6.23, 2.69, -1.63)
H (7.95, 3.01, -1.40)
H (7.32, 1.37, -1.14)
H (8.49, 1.63, 0.77)
H (7.28, 1.79, 2.06)
H (9.17, 3.13, 2.66)
H (7.79, 4.18, 2.29)
H (8.82, 4.35, 0.03)
H (10.67, 5.72, 0.50)
H (10.63, 5.16, 2.17)
H (9.74, 7.37, 2.03)
H (8.40, 6.32, 2.46)
H (6.67, 6.13, 1.15)
H (7.27, 5.69, -0.47)
H (6.53, 7.27, -0.20)

=====

Computed, not measured: C30H50AuN2O4PSSi as an isolated structure at a distorted geometry, with ωB97M-V/def2-TZVPD.

Values from the calculation:
Charge: +2
Multiplicity: 1
Gap between HOMO and LUMO (eV): 5.34
Energy above the lowest of the compared OMol25 structures with the same formula, charge and spin (eV): 1.302
Electronic energy (a.u.): -2747.98764

Positions of all 90 atoms, in Å:
Au (-0.74, -0.31, -1.39)
N (-0.94, 0.26, -3.39)
C (-0.80, 0.90, -4.33)
C (-0.59, 1.69, -5.48)
C (-1.24, 2.92, -5.62)
C (-0.94, 3.71, -6.71)
C (-0.02, 3.28, -7.66)
C (0.59, 2.04, -7.54)
C (0.31, 1.23, -6.45)
H (-1.96, 3.24, -4.88)
H (-1.44, 4.67, -6.83)
H (0.23, 3.92, -8.50)
H (1.29, 1.70, -8.29)
H (0.78, 0.26, -6.34)
C (-2.13, -3.38, -1.97)
P (-2.70, -1.81, -1.27)
C (-4.10, -1.34, -2.30)
C (-3.25, -2.13, 0.39)
C (-4.38, -1.47, 0.88)
C (-4.85, -1.77, 2.15)
C (-4.17, -2.69, 2.94)
C (-3.03, -3.32, 2.47)
C (-2.55, -3.04, 1.20)
H (-1.25, -3.76, -1.45)
H (-1.87, -3.23, -3.02)
H (-2.94, -4.10, -1.90)
H (-4.89, -2.07, -2.12)
H (-3.79, -1.38, -3.35)
H (-4.44, -0.33, -2.06)
H (-4.89, -0.75, 0.26)
H (-5.74, -1.28, 2.52)
H (-4.54, -2.92, 3.93)
H (-2.50, -4.04, 3.09)
H (-1.66, -3.53, 0.83)
C (1.25, 2.81, 2.27)
C (2.39, 2.33, 1.39)
C (2.54, 3.20, 0.15)
C (3.69, 2.28, 2.18)
O (2.09, 1.00, 0.89)
Si (1.80, -0.42, 1.58)
S (-0.25, -0.96, 0.79)
O (1.64, -0.37, 3.15)
C (1.51, -1.31, 4.25)
C (0.60, -0.64, 5.27)
C (2.90, -1.56, 4.81)
C (0.89, -2.61, 3.74)
O (2.72, -1.65, 1.12)
C (3.22, -2.24, -0.09)
C (2.34, -3.44, -0.43)
C (4.65, -2.70, 0.23)
C (3.22, -1.22, -1.23)
H (1.44, 3.82, 2.64)
H (1.15, 2.14, 3.13)
H (0.30, 2.80, 1.72)
H (2.64, 4.25, 0.43)
H (1.67, 3.09, -0.50)
H (3.43, 2.91, -0.41)
H (3.95, 3.27, 2.54)
H (4.50, 1.91, 1.55)
H (3.58, 1.61, 3.03)
H (1.05, 0.29, 5.61)
H (0.45, -1.30, 6.13)
H (-0.37, -0.42, 4.82)
H (3.32, -0.64, 5.22)
H (3.56, -1.92, 4.01)
H (2.86, -2.31, 5.59)
H (-0.05, -2.41, 3.22)
H (0.69, -3.27, 4.59)
H (1.58, -3.11, 3.06)
H (2.41, -4.20, 0.35)
H (2.64, -3.89, -1.38)
H (1.30, -3.12, -0.50)
H (4.63, -3.40, 1.06)
H (5.25, -1.83, 0.51)
H (5.10, -3.18, -0.64)
H (2.20, -0.90, -1.45)
H (3.66, -1.66, -2.13)
H (3.81, -0.35, -0.94)
C (-1.39, 3.22, -0.84)
N (-2.50, 3.04, 0.08)
C (-2.82, 4.14, 0.98)
C (-3.17, 1.90, 0.08)
O (-2.91, 0.93, -0.65)
H (-0.94, 4.20, -0.68)
H (-1.74, 3.14, -1.87)
H (-0.64, 2.45, -0.68)
H (-1.96, 4.38, 1.60)
H (-3.65, 3.86, 1.63)
H (-3.11, 5.03, 0.42)
H (-4.00, 1.86, 0.80)